{
  "formula": "C32H88N8O8",
  "method": "ωB97M-V/def2-TZVPD",
  "species": ["C", "C", "C", "O", "C", "N", "H", "H", "H", "H", "H", "H", "H", "H", "H", "H", "H", "C", "C", "C", "O", "C", "N", "H", "H", "H", "H", "H", "H", "H", "H", "H", "H", "H", "C", "C", "C", "O", "C", "N", "H", "H", "H", "H", "H", "H", "H", "H", "H", "H", "H", "C", "C", "C", "O", "C", "N", "H", "H", "H", "H", "H", "H", "H", "H", "H", "H", "H", "C", "C", "C", "O", "C", "N", "H", "H", "H", "H", "H", "H", "H", "H", "H", "H", "H", "C", "C", "C", "O", "C", "N", "H", "H", "H", "H", "H", "H", "H", "H", "H", "H", "H", "C", "C", "C", "O", "C", "N", "H", "H", "H", "H", "H", "H", "H", "H", "H", "H", "H", "C", "C", "C", "O", "C", "N", "H", "H", "H", "H", "H", "H", "H", "H", "H", "H", "H"],
  "positions_angstrom": [[0.279, 0.381, 7.655], [1.737, 0.373, 7.205], [2.012, -1.008, 6.567], [1.092, -1.180, 5.479], [1.238, -2.552, 4.938], [1.840, 1.517, 6.303], [0.023, 1.331, 8.124], [0.267, -0.457, 8.353], [-0.380, 0.189, 6.808], [2.361, 0.565, 8.077], [1.906, -1.848, 7.254], [3.015, -1.047, 6.144], [1.404, -3.336, 5.676], [2.140, -2.422, 4.340], [0.447, -2.927, 4.290], [1.181, 1.366, 5.552], [2.705, 1.307, 5.825], [12.001, -6.872, 1.435], [10.460, -6.575, 1.441], [10.018, -5.156, 1.187], [8.594, -5.012, 1.427], [8.078, -3.743, 0.990], [9.951, -7.351, 0.285], [12.307, -7.136, 2.447], [12.725, -6.067, 1.308], [12.311, -7.642, 0.728], [10.067, -6.982, 2.373], [10.257, -4.912, 0.152], [10.578, -4.500, 1.853], [6.998, -3.649, 1.104], [8.205, -3.496, -0.064], [8.649, -2.918, 1.416], [9.888, -6.901, -0.617], [9.003, -7.459, 0.617], [-10.394, 2.408, 0.288], [-9.240, 2.867, -0.469], [-8.385, 3.747, 0.377], [-8.118, 3.171, 1.649], [-6.743, 3.358, 2.067], [-8.433, 1.680, -0.824], [-10.938, 3.182, 0.831], [-10.000, 1.801, 1.103], [-11.137, 1.841, -0.273], [-9.602, 3.572, -1.218], [-8.889, 4.704, 0.512], [-7.493, 4.053, -0.170], [-6.275, 4.287, 1.742], [-6.217, 2.545, 1.567], [-6.699, 3.235, 3.149], [-7.958, 1.428, 0.031], [-9.123, 0.948, -0.906], [-0.505, 7.011, 3.877], [-1.317, 7.232, 5.144], [-2.535, 8.138, 4.987], [-3.397, 8.161, 6.077], [-3.072, 9.145, 6.958], [-1.755, 5.938, 5.634], [-0.447, 7.976, 3.372], [-0.953, 6.353, 3.133], [0.520, 6.703, 4.084], [-0.730, 7.616, 5.979], [-3.205, 7.781, 4.204], [-2.184, 9.108, 4.634], [-2.025, 9.280, 7.227], [-3.755, 8.973, 7.790], [-3.364, 10.146, 6.637], [-0.928, 5.478, 5.986], [-2.399, 6.210, 6.362], [-0.652, 1.146, -0.779], [-0.349, -0.045, 0.081], [0.619, -1.032, -0.598], [0.409, -1.505, -1.937], [-0.881, -1.958, -2.134], [0.337, 0.602, 1.224], [-1.003, 0.873, -1.775], [0.272, 1.711, -0.903], [-1.405, 1.806, -0.349], [-1.240, -0.610, 0.353], [0.609, -2.013, -0.123], [1.644, -0.664, -0.600], [-1.631, -1.182, -1.982], [-1.241, -2.777, -1.512], [-0.877, -2.099, -3.215], [-0.155, 1.406, 1.587], [0.492, -0.110, 1.924], [-3.866, -7.926, 0.954], [-2.563, -8.663, 1.380], [-1.204, -8.275, 0.769], [-1.228, -8.384, -0.686], [0.083, -8.465, -1.278], [-2.572, -8.734, 2.817], [-3.862, -7.756, -0.123], [-4.087, -6.959, 1.407], [-4.713, -8.535, 1.269], [-2.749, -9.705, 1.121], [-0.438, -8.972, 1.108], [-0.972, -7.234, 0.993], [0.672, -9.224, -0.762], [0.719, -7.600, -1.087], [0.124, -8.729, -2.335], [-3.430, -9.242, 2.980], [-1.821, -9.379, 3.019], [-2.295, 0.152, -9.469], [-2.158, 1.539, -8.760], [-2.570, 1.568, -7.333], [-3.956, 1.219, -7.331], [-4.774, 1.448, -6.169], [-0.880, 2.106, -9.042], [-3.344, -0.134, -9.384], [-1.592, -0.566, -9.048], [-2.056, 0.283, -10.525], [-2.849, 2.081, -9.406], [-2.454, 2.554, -6.883], [-2.048, 0.858, -6.692], [-4.294, 1.080, -5.262], [-5.798, 1.146, -6.390], [-4.811, 2.528, -6.025], [-0.919, 2.200, -10.046], [-0.295, 1.297, -8.894], [2.623, 4.935, -5.423], [3.846, 4.133, -4.900], [3.847, 2.627, -5.337], [5.077, 2.040, -4.936], [5.126, 0.719, -5.358], [5.017, 4.845, -5.490], [2.315, 5.727, -4.740], [1.845, 4.220, -5.690], [2.812, 5.469, -6.354], [3.765, 4.269, -3.822], [3.748, 2.587, -6.422], [2.997, 2.008, -5.051], [5.920, 0.181, -4.841], [5.519, 0.912, -6.357], [4.195, 0.187, -5.555], [5.120, 4.317, -6.344], [4.619, 5.738, -5.745]],
  "orbital_gap_ev": 9.37,
  "total_energy_ha": -2311.5959,
  "smiles": "COC[C@H](C)N.COC[C@H](C)N.COC[C@H](C)N.COC[C@H](C)N.COC[C@H](C)N.COC[C@H](C)N.COC[C@H](C)N.COC[C@H](C)N",
  "lumo_energy_ha": 0.0122,
  "largest_force_ha_per_bohr": 0.0601,
  "charge": 0
}

***

{
  "formula": "C32H91N5O11",
  "method": "ωB97M-V/def2-TZVPD",
  "species": ["C", "C", "C", "O", "C", "N", "H", "H", "H", "H", "H", "H", "H", "H", "H", "H", "H", "C", "C", "C", "O", "C", "N", "H", "H", "H", "H", "H", "H", "H", "H", "H", "H", "H", "C", "C", "C", "O", "C", "N", "H", "H", "H", "H", "H", "H", "H", "H", "H", "H", "H", "C", "C", "C", "O", "C", "N", "H", "H", "H", "H", "H", "H", "H", "H", "H", "H", "H", "C", "C", "C", "O", "C", "N", "H", "H", "H", "H", "H", "H", "H", "H", "H", "H", "H", "C", "C", "O", "H", "H", "H", "H", "H", "H", "C", "C", "O", "H", "H", "H", "H", "H", "H", "C", "C", "O", "H", "H", "H", "H", "H", "H", "C", "C", "O", "H", "H", "H", "H", "H", "H", "C", "C", "O", "H", "H", "H", "H", "H", "H", "C", "C", "O", "H", "H", "H", "H", "H", "H"],
  "positions_angstrom": [[1.563, 3.499, -2.935], [0.508, 3.984, -1.957], [-0.910, 3.880, -2.528], [-0.924, 4.861, -3.606], [-2.105, 5.659, -3.734], [0.540, 3.349, -0.670], [1.337, 2.585, -3.485], [2.535, 3.377, -2.458], [1.797, 4.236, -3.703], [0.714, 5.031, -1.738], [-1.679, 4.029, -1.769], [-1.021, 2.865, -2.909], [-2.239, 6.380, -2.928], [-3.000, 5.055, -3.886], [-2.004, 6.349, -4.572], [0.157, 2.421, -0.781], [1.492, 3.248, -0.348], [-3.701, 2.037, -1.021], [-4.395, 0.761, -0.626], [-4.195, 0.485, 0.903], [-4.663, -0.774, 1.337], [-3.747, -1.780, 1.140], [-5.809, 0.873, -0.894], [-2.641, 1.826, -0.879], [-4.073, 2.904, -0.475], [-3.850, 2.192, -2.089], [-4.069, -0.110, -1.195], [-4.677, 1.264, 1.493], [-3.162, 0.578, 1.238], [-3.556, -1.867, 0.070], [-4.302, -2.653, 1.485], [-2.808, -1.689, 1.686], [-6.282, 0.152, -0.369], [-6.123, 1.735, -0.471], [2.259, -3.348, 4.967], [0.968, -2.904, 4.300], [0.683, -3.641, 2.914], [1.650, -3.363, 1.842], [1.215, -3.842, 0.594], [-0.035, -3.013, 5.334], [2.485, -2.575, 5.702], [3.070, -3.331, 4.239], [2.215, -4.322, 5.456], [1.036, -1.833, 4.111], [-0.332, -3.325, 2.669], [0.680, -4.722, 3.053], [0.864, -4.874, 0.601], [2.053, -3.950, -0.094], [0.497, -3.154, 0.149], [-0.945, -3.314, 5.018], [0.259, -3.728, 5.984], [0.733, 1.060, 4.938], [-0.445, 0.668, 5.843], [-1.587, 0.198, 4.995], [-2.203, 1.296, 4.361], [-3.615, 1.207, 4.347], [0.080, -0.364, 6.732], [1.503, 1.467, 5.595], [0.412, 1.851, 4.261], [1.226, 0.246, 4.406], [-0.705, 1.531, 6.456], [-2.254, -0.424, 5.593], [-1.157, -0.526, 4.302], [-3.910, 1.439, 5.370], [-4.027, 0.238, 4.067], [-4.044, 1.962, 3.687], [1.061, -0.216, 6.924], [0.106, -1.227, 6.209], [1.200, 0.018, -2.448], [0.481, -1.113, -1.782], [-0.894, -0.760, -1.141], [-0.695, 0.327, -0.227], [0.008, -0.018, 1.008], [0.350, -2.195, -2.750], [1.345, 0.826, -1.730], [0.658, 0.502, -3.259], [2.151, -0.352, -2.831], [1.176, -1.495, -1.034], [-1.311, -1.600, -0.585], [-1.606, -0.392, -1.880], [-0.498, -0.801, 1.573], [-0.071, 0.900, 1.591], [1.052, -0.295, 0.861], [1.326, -2.232, -3.008], [-0.114, -1.726, -3.514], [3.530, -4.572, -3.368], [3.897, -3.457, -4.354], [2.825, -2.619, -4.608], [4.464, -5.069, -3.104], [2.866, -5.273, -3.872], [3.054, -4.202, -2.460], [4.184, -4.059, -5.217], [4.689, -2.888, -3.869], [3.185, -2.040, -5.284], [-1.836, 4.462, 3.493], [-1.308, 3.871, 2.213], [-0.200, 4.576, 1.732], [-2.690, 3.988, 3.978], [-2.076, 5.503, 3.273], [-1.001, 4.466, 4.193], [-2.043, 3.956, 1.413], [-1.101, 2.805, 2.302], [-0.138, 4.299, 0.815], [2.805, 1.965, 2.396], [3.339, 3.281, 1.741], [3.324, 3.105, 0.329], [3.096, 1.036, 1.905], [1.718, 2.038, 2.387], [3.151, 1.976, 3.430], [4.344, 3.494, 2.104], [2.639, 4.102, 1.902], [3.835, 3.823, -0.053], [0.102, -6.182, -2.425], [-1.157, -5.295, -2.546], [-1.104, -4.327, -1.565], [0.989, -5.549, -2.427], [0.164, -6.784, -3.332], [0.057, -6.773, -1.510], [-2.091, -5.848, -2.445], [-1.166, -4.794, -3.514], [-0.645, -3.555, -1.902], [-2.639, 0.473, -4.701], [-2.157, -0.584, -5.699], [-1.204, -1.386, -5.094], [-3.533, 0.991, -5.046], [-1.918, 1.237, -4.410], [-2.942, -0.033, -3.785], [-1.745, -0.098, -6.584], [-2.974, -1.200, -6.074], [-0.860, -2.078, -5.664], [6.012, 0.603, -2.358], [4.743, 0.433, -1.673], [4.894, 0.788, -0.257], [5.801, 0.181, -3.340], [6.867, 0.041, -1.983], [6.343, 1.641, -2.377], [4.266, -0.545, -1.738], [4.014, 1.116, -2.110], [4.273, 1.453, 0.048]],
  "orbital_gap_ev": 8.97,
  "total_energy_ha": -2375.0190,
  "smiles": "COC[C@H](C)N.COC[C@H](C)N.COC[C@H](C)N.COC[C@H](C)N.COC[C@H](C)N.CCO.CCO.CCO.CCO.CCO.CCO",
  "lumo_energy_ha": 0.0104,
  "largest_force_ha_per_bohr": 0.0676,
  "charge": 0
}

***

{
  "formula": "C32H92N4O12",
  "method": "ωB97M-V/def2-TZVPD",
  "species": ["C", "C", "O", "H", "H", "H", "H", "H", "H", "C", "C", "O", "H", "H", "H", "H", "H", "H", "C", "C", "O", "H", "H", "H", "H", "H", "H", "C", "C", "O", "H", "H", "H", "H", "H", "H", "C", "C", "O", "H", "H", "H", "H", "H", "H", "C", "C", "O", "H", "H", "H", "H", "H", "H", "C", "C", "O", "H", "H", "H", "H", "H", "H", "C", "C", "O", "H", "H", "H", "H", "H", "H", "C", "C", "C", "O", "C", "N", "H", "H", "H", "H", "H", "H", "H", "H", "H", "H", "H", "C", "C", "C", "O", "C", "N", "H", "H", "H", "H", "H", "H", "H", "H", "H", "H", "H", "C", "C", "C", "O", "C", "N", "H", "H", "H", "H", "H", "H", "H", "H", "H", "H", "H", "C", "C", "C", "O", "C", "N", "H", "H", "H", "H", "H", "H", "H", "H", "H", "H", "H"],
  "positions_angstrom": [[-0.349, 6.118, -3.611], [-0.014, 4.670, -3.842], [-0.184, 4.013, -2.632], [-1.422, 6.218, -3.453], [-0.128, 6.661, -4.529], [0.229, 6.638, -2.847], [0.970, 4.508, -4.281], [-0.746, 4.222, -4.515], [0.379, 4.382, -1.948], [-4.813, 1.462, 1.726], [-3.767, 2.540, 1.933], [-3.328, 2.944, 0.676], [-5.118, 1.153, 2.726], [-4.399, 0.609, 1.187], [-5.733, 1.726, 1.206], [-2.959, 2.204, 2.583], [-4.182, 3.429, 2.407], [-2.919, 2.155, 0.312], [2.943, 3.120, -1.064], [3.201, 4.511, -1.579], [2.134, 5.426, -1.466], [3.918, 2.640, -1.152], [2.109, 2.601, -1.536], [2.681, 3.133, -0.006], [3.359, 4.403, -2.652], [4.113, 4.969, -1.196], [2.310, 6.137, -2.087], [1.097, -3.061, -0.512], [-0.099, -3.552, 0.400], [-0.479, -4.825, -0.146], [1.643, -2.253, -0.027], [0.720, -2.712, -1.473], [1.802, -3.870, -0.703], [-0.923, -2.840, 0.450], [0.211, -3.704, 1.434], [-1.101, -4.619, -0.848], [4.619, -0.100, 0.231], [5.261, -1.171, -0.619], [5.805, -0.609, -1.746], [4.130, -0.422, 1.151], [3.850, 0.372, -0.381], [5.306, 0.730, 0.392], [4.606, -2.022, -0.806], [6.094, -1.432, 0.033], [6.557, -1.139, -2.021], [-4.062, -1.666, 3.411], [-2.921, -1.628, 2.433], [-2.232, -0.416, 2.580], [-3.828, -1.656, 4.475], [-4.745, -2.480, 3.165], [-4.695, -0.790, 3.272], [-3.375, -1.592, 1.443], [-2.287, -2.512, 2.507], [-1.944, -0.075, 1.730], [0.431, 0.850, 0.609], [-0.501, 0.799, -0.536], [-1.878, 0.484, -0.151], [0.067, 1.498, 1.407], [1.470, 1.111, 0.409], [0.424, -0.141, 1.063], [-0.085, 0.117, -1.278], [-0.503, 1.786, -1.000], [-2.352, -0.112, -0.736], [1.534, -0.983, -3.920], [2.325, -0.187, -2.882], [3.674, -0.184, -3.375], [0.537, -1.220, -3.546], [2.125, -1.885, -4.076], [1.373, -0.400, -4.826], [2.315, -0.623, -1.884], [2.021, 0.859, -2.875], [4.310, -0.149, -2.657], [-0.750, -3.031, -5.239], [-1.676, -2.208, -6.064], [-1.485, -0.717, -5.758], [-1.940, -0.399, -4.460], [-1.726, 0.955, -4.131], [-1.403, -2.545, -7.496], [-0.842, -2.698, -4.206], [0.273, -2.904, -5.595], [-0.956, -4.099, -5.317], [-2.725, -2.404, -5.840], [-1.998, -0.150, -6.534], [-0.436, -0.453, -5.892], [-2.475, 1.586, -4.609], [-0.698, 1.256, -4.334], [-1.758, 1.046, -3.046], [-1.864, -1.750, -7.915], [-0.455, -2.453, -7.832], [-5.395, -2.250, -1.350], [-4.692, -1.352, -2.370], [-5.269, 0.075, -2.408], [-6.606, 0.157, -2.882], [-7.300, 1.299, -2.443], [-3.303, -1.342, -2.036], [-6.432, -2.403, -1.649], [-5.421, -1.936, -0.307], [-4.967, -3.241, -1.202], [-4.851, -1.696, -3.392], [-4.686, 0.712, -3.073], [-5.217, 0.503, -1.406], [-8.337, 1.105, -2.716], [-6.988, 2.213, -2.949], [-7.218, 1.459, -1.368], [-2.898, -2.268, -2.046], [-2.891, -0.778, -2.765], [1.122, -2.117, 7.668], [1.572, -3.258, 6.822], [2.427, -2.912, 5.582], [1.816, -1.940, 4.683], [0.592, -2.330, 4.136], [2.455, -4.094, 7.629], [0.656, -2.386, 8.617], [0.388, -1.512, 7.136], [1.937, -1.452, 7.953], [0.623, -3.763, 6.643], [2.663, -3.850, 5.080], [3.333, -2.493, 6.019], [0.602, -3.287, 3.614], [0.171, -1.579, 3.467], [-0.190, -2.388, 4.893], [3.379, -3.698, 7.529], [2.517, -5.032, 7.261], [4.840, 0.030, 4.141], [3.787, 1.017, 4.607], [2.953, 1.617, 3.472], [3.710, 2.175, 2.419], [4.026, 3.506, 2.570], [2.880, 0.357, 5.561], [5.471, -0.296, 4.968], [5.528, 0.528, 3.459], [4.344, -0.746, 3.558], [4.256, 1.866, 5.104], [2.334, 2.352, 3.987], [2.300, 0.866, 3.029], [4.564, 3.748, 3.487], [3.145, 4.141, 2.481], [4.683, 3.885, 1.787], [2.430, -0.396, 5.061], [3.486, -0.017, 6.277]],
  "orbital_gap_ev": 9.32,
  "total_energy_ha": -2396.0956,
  "smiles": "COC[C@H](C)N.COC[C@H](C)N.COC[C@H](C)N.COC[C@H](C)N.CCO.CCO.CCO.CCO.CCO.CCO.CCO.CCO",
  "lumo_energy_ha": 0.0167,
  "largest_force_ha_per_bohr": 0.0597,
  "charge": 0
}